No. 1
109
Properties=species:S:1:pos:R:3 method="wB97M-V/def2-TZVPD" multiplicity=1 e_above_lowest_ev=0.607 energy_ha=-8288.9642 mol_weight_g_mol=1183.21
Cs -0.224 0.198 -0.778
N -0.669 -2.867 -1.947
C -1.618 -3.578 -1.091
C -2.997 -2.937 -1.149
N -2.966 -1.568 -0.674
C -4.264 -0.921 -0.674
C -4.180 0.491 -0.112
N -3.285 1.322 -0.911
H -0.865 -3.054 -2.924
H 0.278 -3.176 -1.765
H -1.243 -3.514 -0.067
H -1.719 -4.639 -1.358
H -3.674 -3.509 -0.507
H -3.398 -3.017 -2.176
H -2.333 -1.031 -1.253
H -4.942 -1.508 -0.047
H -4.720 -0.891 -1.682
H -3.768 0.430 0.897
H -5.199 0.897 -0.048
H -3.101 2.213 -0.466
H -3.678 1.500 -1.828
C -2.450 -0.652 -4.306
C -1.238 0.105 -4.773
C -0.904 0.115 -6.144
C 0.185 0.825 -6.559
C 0.946 1.550 -5.618
C 2.057 2.366 -5.954
Br 2.659 2.482 -7.754
C 2.691 3.095 -4.988
C 2.281 3.021 -3.654
Br 3.171 4.111 -2.384
C 1.246 2.192 -3.203
O 0.893 2.041 -2.001
C 0.544 1.470 -4.263
N -0.529 0.742 -3.870
H -3.212 -0.699 -5.084
H -2.873 -0.178 -3.421
H -2.193 -1.679 -4.037
H -1.519 -0.430 -6.847
H 0.466 0.860 -7.603
H 3.520 3.741 -5.244
C 3.063 -1.323 3.063
N 1.773 -1.572 2.402
P 1.730 -2.391 0.910
C 2.809 -3.831 1.228
C 2.199 -5.007 1.663
C 2.951 -6.138 1.942
C 4.327 -6.110 1.772
C 4.947 -4.951 1.326
C 4.193 -3.820 1.057
C 2.763 -1.398 -0.239
C 3.121 -0.072 -0.011
C 3.710 0.684 -1.016
C 3.957 0.127 -2.259
C 3.607 -1.197 -2.499
C 3.012 -1.948 -1.500
P 0.494 -0.452 2.801
C 0.787 -0.242 4.596
C 0.979 1.053 5.063
C 1.193 1.288 6.417
C 1.223 0.225 7.303
C 1.033 -1.074 6.843
C 0.810 -1.305 5.498
C -1.016 -1.470 2.898
C -1.078 -2.852 2.800
C -2.303 -3.502 2.856
C -3.472 -2.773 3.014
C -3.414 -1.390 3.120
C -2.193 -0.739 3.051
H 3.883 -1.540 2.380
H 3.178 -1.942 3.954
H 3.163 -0.277 3.363
H 1.121 -5.041 1.773
H 2.462 -7.042 2.280
H 4.917 -6.993 1.982
H 6.020 -4.927 1.188
H 4.682 -2.921 0.704
H 2.882 0.401 0.936
H 3.949 1.723 -0.835
H 4.395 0.732 -3.042
H 3.785 -1.637 -3.472
H 2.736 -2.980 -1.699
H 0.962 1.883 4.364
H 1.339 2.299 6.773
H 1.394 0.403 8.357
H 1.055 -1.902 7.540
H 0.649 -2.314 5.137
H -0.167 -3.423 2.687
H -2.342 -4.582 2.778
H -4.427 -3.281 3.056
H -4.322 -0.813 3.246
H -2.153 0.345 3.104
C -2.361 4.859 1.625
Te -0.863 3.318 1.535
C -0.486 4.069 -0.437
C -1.126 5.426 -0.479
C -0.831 6.300 -1.523
C -1.430 7.546 -1.589
C -2.334 7.932 -0.608
C -2.631 7.068 0.432
C -2.031 5.814 0.505
H -2.328 5.348 2.596
H -3.354 4.430 1.486
H -0.913 3.394 -1.176
H 0.583 4.095 -0.619
H -0.119 5.995 -2.281
H -1.187 8.218 -2.401
H -2.800 8.908 -0.650
H -3.332 7.367 1.203


No. 2
16
Properties=species:S:1:pos:R:3 method="wB97M-V/def2-TZVPD" s2=8.7746 multiplicity=6 e_above_lowest_ev=1.897 total_charge=+3 energy_ha=-1801.5631 mol_weight_g_mol=174.04
O 1.911 0.298 0.029
Co 2.888 1.956 -0.261
O 0.966 2.188 -0.374
C 0.716 1.000 -0.033
O -0.354 0.431 0.154
C 1.931 -1.142 0.236
C 3.287 -1.659 -0.023
H 1.601 -1.340 1.263
H 1.189 -1.567 -0.462
H 3.646 -2.520 0.538
H 3.840 -1.324 -0.902
C -2.590 -0.423 -0.712
C -3.519 -0.051 0.093
H -4.400 0.479 -0.304
H -3.289 0.016 1.171
H -2.353 -1.571 -0.502